[1]
{"formula": "C4H6S3", "method": "wB97M-V/def2-TZVPD", "energy_ha": -1350.52331, "orbital_gap_ha": 0.31014, "multiplicity": 1, "homo_ev": -9.00, "symbols": ["C", "C", "C", "C", "H", "H", "H", "H", "H", "H", "S", "S", "S"], "coordinates": [[1.26, 0.13, 0.41], [0.29, 0.73, -0.54], [-1.20, 0.49, -0.57], [-1.86, -0.48, 0.33], [2.86, -1.68, 0.66], [2.11, 0.82, 0.62], [0.79, -0.04, 1.37], [0.71, 0.84, -1.53], [-1.68, 0.47, -1.56], [-1.52, -0.55, 1.34], [1.95, -1.46, -0.32], [-0.66, 2.16, -0.06], [-3.04, -1.43, -0.15]], "mulliken_charge": [-0.626, -0.375, -0.161, -0.299, 0.134, 0.353, 0.365, 0.514, 0.411, 0.256, -0.216, -0.106, -0.249]}

[2]
{"formula": "C2H5N3OS", "method": "wB97M-V/def2-TZVPD", "energy_ha": -716.83074, "orbital_gap_ha": 0.32141, "multiplicity": 1, "homo_ev": -8.47, "symbols": ["C", "C", "H", "H", "H", "H", "H", "N", "N", "N", "O", "S"], "coordinates": [[-1.58, 0.02, 0.02], [0.87, 0.17, -0.07], [-3.36, -1.27, -0.04], [-1.97, -2.09, 0.93], [-2.95, 1.54, 0.08], [0.05, 1.97, 0.12], [1.71, 2.04, 0.26], [-2.27, -1.19, 0.38], [-1.98, 1.13, -0.38], [0.92, 1.52, 0.47], [-0.28, -0.47, -0.48], [2.27, -0.61, -0.04]], "mulliken_charge": [0.473, 0.284, 0.265, 0.262, 0.271, 0.287, 0.273, -0.464, -0.589, -0.471, -0.249, -0.340]}

[3]
{"formula": "C4H10O2", "method": "wB97M-V/def2-TZVPD", "energy_ha": -308.87111, "orbital_gap_ha": 0.42904, "multiplicity": 1, "homo_ev": -10.92, "symbols": ["C", "C", "C", "H", "H", "H", "H", "H", "H", "H", "H", "O", "C", "O", "H", "H"], "coordinates": [[-1.69, -0.56, 0.22], [-0.74, -0.39, -0.96], [0.35, -1.47, -1.03], [-2.30, -1.47, 0.16], [-2.36, 0.31, 0.25], [-1.20, -0.67, 1.19], [-0.33, 0.60, -0.88], [-1.35, -0.43, -1.87], [0.31, -2.21, -0.23], [0.46, -1.97, -1.99], [1.29, -0.93, -0.88], [1.36, 2.45, 2.37], [1.64, 1.65, 1.52], [1.34, 1.72, 0.24], [2.23, 0.80, 1.86], [1.00, 2.55, 0.03]], "mulliken_charge": [-1.325, 0.050, -1.037, 0.385, 0.330, 0.339, 0.115, 0.317, 0.317, 0.313, 0.231, -0.486, 0.171, -0.353, 0.360, 0.272]}

[4]
{"formula": "C47H51ClN5O6PS2Y", "method": "wB97M-V/def2-TZVPD", "energy_ha": -4182.93347, "s2": 0.774, "orbital_gap_ha": [0.24319, 0.24153], "multiplicity": 2, "homo_ev": [-6.29, -7.02], "symbols": ["Y", "C", "C", "C", "C", "C", "C", "C", "C", "C", "H", "H", "H", "H", "H", "H", "H", "H", "H", "H", "H", "H", "O", "C", "C", "C", "C", "C", "C", "C", "P", "C", "C", "C", "C", "C", "C", "C", "C", "C", "C", "C", "C", "H", "H", "H", "H", "H", "H", "H", "H", "H", "H", "H", "H", "H", "H", "C", "C", "C", "C", "C", "N", "C", "O", "N", "C", "C", "C", "C", "N", "C", "C", "C", "H", "H", "H", "H", "H", "H", "H", "H", "H", "H", "H", "H", "H", "O", "Cl", "O", "O", "O", "C", "C", "N", "C", "S", "N", "C", "C", "H", "H", "H", "H", "H", "H", "H", "H", "H", "H", "H", "H", "S", "C"], "coordinates": [[1.75, 0.22, -0.34], [-4.41, -1.08, 4.43], [-2.91, -1.19, 4.36], [-2.11, -0.12, 4.75], [-0.72, -0.20, 4.69], [0.15, 0.95, 5.14], [-0.14, -1.37, 4.22], [-0.91, -2.44, 3.80], [-0.27, -3.67, 3.20], [-2.30, -2.34, 3.88], [-4.75, -1.11, 5.47], [-4.89, -1.90, 3.90], [-4.76, -0.14, 4.00], [-2.57, 0.79, 5.12], [1.00, 1.08, 4.48], [0.54, 0.76, 6.15], [-0.41, 1.88, 5.18], [0.95, -1.42, 4.16], [0.06, -3.48, 2.17], [-0.96, -4.51, 3.16], [0.60, -3.98, 3.78], [-2.91, -3.17, 3.55], [3.73, 2.05, -0.56], [2.61, 2.40, -0.18], [2.26, 3.81, 0.15], [3.15, 4.88, 0.15], [2.70, 6.14, 0.49], [1.37, 6.34, 0.83], [0.47, 5.28, 0.82], [0.92, 4.00, 0.48], [-0.11, 2.49, 0.44], [-1.73, 3.06, 1.06], [-2.59, 3.85, 0.29], [-3.83, 4.24, 0.79], [-4.21, 3.84, 2.07], [-3.36, 3.06, 2.84], [-2.13, 2.67, 2.33], [-0.45, 2.21, -1.35], [-1.74, 1.60, -1.72], [-2.23, 1.69, -2.97], [-1.64, 2.56, -3.97], [-0.55, 3.29, -3.70], [0.23, 3.12, -2.46], [4.18, 4.69, -0.12], [3.38, 6.98, 0.50], [1.02, 7.32, 1.10], [-0.57, 5.44, 1.09], [-2.30, 4.15, -0.71], [-4.49, 4.84, 0.19], [-5.17, 4.15, 2.46], [-3.66, 2.76, 3.83], [-1.47, 2.05, 2.93], [-2.30, 1.09, -0.95], [-3.17, 1.19, -3.20], [-2.16, 2.70, -4.90], [-0.21, 4.05, -4.40], [0.77, 3.98, -2.10], [-2.26, 0.38, -7.97], [-2.11, -0.75, -6.99], [-1.19, -0.68, -5.95], [-1.03, -1.73, -5.07], [-1.81, -2.87, -5.19], [-1.65, -3.96, -4.28], [-1.61, -3.78, -2.91], [-0.99, -4.50, -2.16], [-2.44, -2.77, -2.45], [-2.11, -2.06, -1.27], [-3.09, -1.69, -0.37], [-2.73, -0.95, 0.75], [-1.41, -0.60, 0.92], [-0.46, -0.92, 0.03], [-0.80, -1.67, -1.02], [-2.74, -2.96, -6.22], [-2.88, -1.91, -7.12], [-1.89, 1.32, -7.55], [-3.30, 0.52, -8.27], [-1.68, 0.18, -8.88], [-0.57, 0.20, -5.83], [-0.29, -1.65, -4.28], [-1.12, -4.76, -4.58], [-2.90, -2.21, -3.15], [-4.12, -1.99, -0.54], [-3.46, -0.65, 1.49], [-1.09, -0.01, 1.77], [-0.01, -1.95, -1.70], [-3.35, -3.85, -6.31], [-3.60, -1.98, -7.92], [4.34, -3.14, -0.99], [3.34, -2.24, -1.47], [2.19, -2.23, -0.54], [2.90, -2.59, -2.77], [3.83, -0.86, -1.42], [6.50, 0.07, 2.45], [5.74, -0.48, 1.25], [4.89, -1.62, 1.62], [3.63, -1.54, 2.04], [2.83, -0.03, 2.24], [2.97, -2.66, 2.32], [3.44, -4.03, 2.12], [4.34, -4.51, 3.25], [7.13, 0.90, 2.13], [7.14, -0.69, 2.90], [5.80, 0.44, 3.20], [6.41, -0.84, 0.48], [5.11, 0.29, 0.80], [5.24, -2.53, 1.39], [1.99, -2.52, 2.53], [3.94, -4.09, 1.15], [2.56, -4.65, 2.04], [5.22, -3.88, 3.37], [4.68, -5.53, 3.05], [3.80, -4.51, 4.20], [1.20, 0.40, -3.00], [0.77, 1.80, -2.13]], "mulliken_charge": [-1.294, -1.710, 0.239, -0.123, 0.031, -1.605, 0.073, 0.669, -1.532, -0.674, 0.463, 0.343, 0.328, 0.533, 0.236, 0.466, 0.332, 0.790, 0.221, 0.469, 0.333, 0.318, -0.776, 0.969, 0.254, -0.512, -0.688, -0.732, -1.164, 0.327, 2.522, 0.487, -0.255, -0.785, -0.789, -0.349, -0.657, 1.900, -1.041, -1.004, -0.902, -1.381, -0.317, 0.540, 0.402, 0.446, 0.423, 0.541, 0.432, 0.412, 0.417, 0.101, 0.724, 0.475, 0.539, 0.439, 0.565, -1.497, 0.791, -0.513, 0.537, -0.673, -0.030, 0.092, -0.629, -0.132, -1.188, -0.616, -1.083, -1.246, 1.519, 0.375, -0.479, -0.728, 0.314, 0.380, 0.319, 0.540, 0.195, 0.313, 0.332, 0.516, 0.547, 0.734, 0.813, 0.452, 0.396, -0.713, 1.870, -0.645, -0.622, -0.645, -1.240, -0.301, 0.125, 0.070, -0.374, 0.523, -0.610, -1.221, 0.404, 0.358, 0.248, 0.477, 0.042, 0.310, -0.493, 0.282, 0.451, 0.255, 0.448, 0.312, -0.326, 0.196]}